[1]
Entry from the Open Molecules 2025 dataset: the molecule C17H18N2O8S at a distorted geometry (ωB97M-V/def2-TZVPD).

Last column: natural (NBO) charge in e.
Positions of all 46 atoms, in Å:
C 4.90958 1.88356 -0.68294  -0.265
O 4.15167 1.65301 0.49940  -0.497
C 2.84158 1.83455 0.40545  0.790
O 2.27699 2.30316 -0.54756  -0.599
C 2.12155 1.35609 1.66569  -0.322
N 1.13189 0.37385 1.27162  -0.663
C -0.09948 0.81601 0.75889  0.041
C -0.95555 1.53411 1.58250  -0.126
C -2.20798 1.93252 1.15599  -0.335
C -2.62967 1.61010 -0.12881  0.338
O -3.83967 1.92522 -0.65718  -0.491
C -4.77701 2.58475 0.16275  -0.253
C -1.77285 0.90655 -0.97583  -0.337
C -0.51600 0.51563 -0.54964  0.320
O 0.36904 -0.18507 -1.30394  -0.516
C 0.10577 -0.36685 -2.67486  -0.249
S 1.91123 -1.04546 0.80438  2.331
O 2.78074 -0.83121 -0.31688  -0.938
O 2.55353 -1.56737 1.96842  -0.919
C 0.61879 -2.20469 0.27942  -0.281
C 0.96811 -3.03415 -0.77208  -0.182
C 0.05135 -3.92865 -1.29896  -0.185
C -1.23783 -3.98421 -0.78717  -0.202
C -1.59405 -3.16707 0.26788  -0.193
C -0.65781 -2.29326 0.81597  0.110
N -1.05351 -1.52688 1.96957  0.504
O -2.23523 -1.26236 2.08281  -0.382
O -0.18977 -1.23861 2.76757  -0.345
H 4.72648 1.06823 -1.38483  0.200
H 4.61825 2.83047 -1.14198  0.197
H 5.95304 1.90253 -0.37947  0.195
H 2.82546 0.87000 2.34241  0.251
H 1.62713 2.19359 2.16038  0.240
H -0.64003 1.75378 2.59011  0.218
H -2.84245 2.47510 1.83611  0.224
H -4.41796 3.57240 0.46805  0.177
H -5.01666 1.99166 1.05011  0.180
H -5.67088 2.70017 -0.44816  0.200
H -2.12553 0.68447 -1.96901  0.233
H -0.75302 -1.02877 -2.83238  0.177
H -0.06715 0.59074 -3.17236  0.192
H 1.00406 -0.82993 -3.07853  0.207
H 1.96286 -2.93557 -1.17564  0.253
H 0.33777 -4.57363 -2.11529  0.226
H -1.96108 -4.66660 -1.20611  0.226
H -2.58569 -3.19195 0.69414  0.250

Output
E_LUMO = -0.5 eV
Spin multiplicity = 1
ΔE to the lowest compared entry with this formula, charge and spin = 16.6 kcal/mol
Structure (SMILES) = COC(=O)CN(c1ccc(OC)cc1OC)S(=O)(=O)c1ccccc1[N+](=O)[O-]
Total energy = -1768.06981 Ha
HOMO-LUMO gap = 7.5 eV
HOMO level = -8.035 eV

***

[2]
Entry from the Open Molecules 2025 dataset: the molecule C17H18O4S (ωB97M-V/def2-TZVPD).

Last column: natural (NBO) charge in e.
Positions of all 40 atoms, in Å:
C 4.59750 -0.10973 0.65123  -0.253
O 3.68401 -1.11937 1.01388  -0.485
C 2.49698 -1.18776 0.36922  0.329
C 1.64118 -2.21914 0.77215  -0.270
C 0.39557 -2.36320 0.20750  -0.156
C -0.04074 -1.47625 -0.78066  -0.226
C -1.37487 -1.52083 -1.41361  0.589
O -1.59775 -0.93577 -2.45125  -0.541
C -2.46841 -2.32953 -0.73203  -0.534
C -2.75212 -1.91479 0.69755  -0.637
S -3.45382 -0.22447 0.75714  2.160
O -4.45543 -0.09412 -0.26380  -0.941
O -3.85303 -0.00005 2.12320  -0.946
C -2.07307 0.85945 0.39804  -0.281
C -2.04075 1.58282 -0.77737  -0.187
C -0.96455 2.41487 -1.02486  -0.216
C 0.07586 2.52555 -0.10600  0.014
C 1.23350 3.43220 -0.39111  -0.634
C 0.01412 1.79514 1.07554  -0.216
C -1.06098 0.96357 1.33181  -0.199
C 0.83935 -0.48386 -1.21148  -0.127
C 2.08769 -0.32828 -0.64804  -0.279
H 4.17588 0.88751 0.81029  0.176
H 4.91315 -0.21021 -0.39150  0.180
H 5.45906 -0.24492 1.30276  0.205
H 1.98854 -2.89732 1.53559  0.228
H -0.22342 -3.18985 0.51953  0.213
H -2.18966 -3.38660 -0.77051  0.237
H -3.38132 -2.19062 -1.31630  0.263
H -1.87213 -1.88224 1.33238  0.238
H -3.50993 -2.54921 1.15260  0.257
H -2.85304 1.47638 -1.47821  0.254
H -0.92671 2.98438 -1.94170  0.218
H 1.62984 3.24442 -1.38726  0.220
H 0.91109 4.47228 -0.35527  0.230
H 2.02719 3.29546 0.33889  0.214
H 0.80962 1.87989 1.80147  0.215
H -1.13263 0.40997 2.25504  0.234
H 0.51225 0.17488 -2.00101  0.239
H 2.73200 0.45936 -1.00385  0.215

Output
E_LUMO = 0.2 eV
Spin multiplicity = 1
ΔE to the lowest compared entry with this formula, charge and spin = 10.2 kcal/mol
Structure (SMILES) = COc1ccc(C(=O)CCS(=O)(=O)c2ccc(C)cc2)cc1
Total energy = -1357.73338 Ha
HOMO-LUMO gap = 9.2 eV
HOMO level = -8.998 eV

***

[3]
Entry from the Open Molecules 2025 dataset: a structure of composition C17H19B2CeF4N5O5S5 at a distorted geometry (ωB97M-V/def2-TZVPD).

Last column: Mulliken charge in e.
Positions of all 58 atoms, in Å:
Ce -0.09229 -0.45688 0.00897  0.037
C 0.47760 4.11377 0.58897  -1.828
C 0.80486 2.69914 0.30641  0.598
N 0.03917 1.83933 -0.25121  0.705
O -1.29784 2.04457 -0.42782  -0.529
B -2.14671 2.01996 0.89596  0.711
F -1.26595 2.23696 1.95022  -0.399
F -3.14152 2.90062 0.75793  -0.233
O -2.73074 0.62536 1.06049  -0.569
N -1.79554 -0.23273 1.57104  0.655
C -1.73937 -0.46811 2.82652  0.734
C -2.70972 -0.00307 3.84218  -1.864
C -0.49139 -1.21649 3.21675  0.681
N 0.49005 -0.88175 2.46110  0.224
O 1.69522 -1.48897 2.76672  -0.371
B 2.87088 -0.98641 2.21452  0.815
F 1.40669 -1.84933 -0.13484  -0.423
F 3.94225 -1.69170 2.44940  -0.170
O 3.06198 0.14938 1.43471  -0.625
N 1.95942 0.81193 0.92614  0.739
C 2.09693 2.07725 0.76846  0.385
C 3.28754 2.89684 1.09575  -1.597
C -0.46922 -2.13143 4.38027  -1.644
H -0.53384 4.35640 0.27853  0.332
H 1.18715 4.75341 0.05856  0.539
H 0.58908 4.30965 1.65652  0.360
H -3.49446 0.59282 3.38666  0.395
H -2.18823 0.58974 4.59644  0.371
H -3.14711 -0.86354 4.35332  0.486
H 4.16399 2.27739 1.25822  0.437
H 3.09279 3.47773 2.00058  0.355
H 3.47912 3.60641 0.29081  0.421
H -1.33330 -2.79494 4.33741  0.411
H -0.55392 -1.55224 5.30368  0.370
H 0.44682 -2.71305 4.41441  0.437
S 5.80051 -2.78586 -4.55826  -0.030
C 4.35471 -2.42982 -3.99702  0.127
S 3.07329 -3.59084 -3.71714  0.029
C 1.84906 -2.51732 -3.17027  0.215
C 2.29841 -1.06055 -3.07217  0.471
S 1.36751 0.21203 -2.58748  -0.337
S 3.87760 -0.77452 -3.59700  0.085
S 0.34364 -3.01727 -2.87050  -0.177
O -1.08152 -2.76931 0.41670  -0.437
C -2.39515 -3.03451 -0.10471  -0.988
C -2.78019 -2.08873 -1.21476  1.004
C -3.98643 -2.25946 -1.87504  -0.991
C -4.33515 -1.36748 -2.87243  -0.415
C -3.46490 -0.33254 -3.19220  -1.130
C -2.28429 -0.23070 -2.49268  -0.070
N -1.94722 -1.08607 -1.50995  0.550
H -0.42046 -3.21380 -0.14104  0.305
H -3.09127 -2.91494 0.72760  0.311
H -2.45527 -4.06974 -0.44651  0.589
H -4.63839 -3.08045 -1.60923  0.538
H -5.27356 -1.47713 -3.39832  0.470
H -3.69512 0.38227 -3.96740  0.486
H -1.58042 0.56334 -2.70973  0.447

Output
Total charge = +2
E_LUMO = -8.0 eV
Spin multiplicity = 1
ΔE to the lowest compared entry with this formula, charge and spin = 6.0 kcal/mol
Total energy = -4224.14459 Ha
HOMO-LUMO gap = 6.2 eV
HOMO level = -14.165 eV

***

[4]
Entry from the Open Molecules 2025 dataset: a structure of composition C17H19BBrClF6N3O8PS2 at a distorted geometry (ωB97M-V/def2-TZVPD).

Last column: natural (NBO) charge in e.
Positions of all 59 atoms, in Å:
C -4.40518 -1.71042 -2.76215  -0.627
C -3.04718 -1.97300 -2.14485  -0.061
O -2.94322 -3.34605 -1.72390  -0.719
B -2.07084 -3.64541 -0.71738  1.119
O -2.39006 -4.65882 0.12874  -0.866
C -0.68228 -2.90289 -0.57350  -0.176
C 0.25353 -2.81878 -1.56214  0.185
C 0.17455 -3.35966 -2.93911  -0.575
C -0.03764 -2.36299 -4.07684  0.525
O -0.43520 -2.72926 -5.10710  -0.465
Br 0.31332 -0.47765 -3.78340  -0.005
N 1.34330 -2.14939 -1.00574  -0.289
C 2.60475 -1.89595 -1.71597  -0.422
C 1.05170 -1.83165 0.25284  0.094
P 2.33165 -0.92290 1.26661  1.145
O 1.55111 0.44282 1.65478  -0.967
Cl 2.37402 -1.99947 3.00928  -0.261
N -0.17718 -2.27868 0.53632  -0.263
C -0.81455 -2.12127 1.84295  -0.262
C -1.99486 -1.18613 1.80751  0.014
C -1.81435 0.13913 2.19986  -0.232
C -2.87567 1.03757 2.20930  -0.177
C -4.14483 0.62393 1.82372  -0.197
C -4.33997 -0.69493 1.42854  -0.195
C -3.27062 -1.58650 1.42396  -0.256
H -4.77298 -2.59756 -3.26651  0.226
H -4.32373 -0.90103 -3.47847  0.227
H -5.10734 -1.43169 -1.98204  0.211
H -2.88134 -1.27230 -1.32965  0.189
H -2.28110 -1.77525 -2.89221  0.166
H -3.33561 -4.83030 0.03012  0.506
H 1.07894 -3.91806 -3.17366  0.268
H -0.64520 -4.06400 -3.00753  0.284
H 2.62703 -0.88375 -2.08817  0.251
H 2.70569 -2.61003 -2.51991  0.221
H 3.43887 -2.05373 -1.04604  0.245
H 1.22735 0.86319 0.84049  0.530
H -1.11804 -3.09727 2.20849  0.240
H -0.09053 -1.72140 2.53658  0.248
H -0.85118 0.50215 2.53141  0.233
H -2.73927 2.05771 2.52988  0.232
H -4.98562 1.29718 1.84771  0.225
H -5.31483 -1.05242 1.14193  0.218
H -3.47219 -2.60950 1.14280  0.207
C 4.50597 2.58104 1.44304  0.706
F 4.65605 1.41423 0.80398  -0.335
F 3.71231 2.36401 2.50201  -0.324
F 5.69062 2.97657 1.90490  -0.307
S 3.73931 3.75293 0.25910  2.254
O 2.48868 3.10735 -0.06853  -0.983
O 4.68921 3.86723 -0.80899  -0.926
N 3.64022 4.97631 1.24110  -1.222
S 2.99822 6.32885 0.70403  2.244
O 1.58608 6.27251 0.45443  -0.937
O 3.79357 7.04640 -0.24750  -0.925
C 3.16613 7.27002 2.27492  0.713
F 4.44606 7.37020 2.64777  -0.316
F 2.49502 6.67810 3.27130  -0.321
F 2.67936 8.50065 2.12087  -0.314

Output
E_LUMO = -1.5 eV
Spin multiplicity = 1
Total energy = -6221.47970 Ha
HOMO-LUMO gap = 6.9 eV
HOMO level = -8.436 eV

***

[5]
Entry from the Open Molecules 2025 dataset: a structure of composition C17H19BN6O3Pb at a distorted geometry (ωB97M-V/def2-TZVPD).

Last column: Mulliken charge in e.
Positions of all 47 atoms, in Å:
H -0.65608 -0.42052 3.05645  0.489
N -0.26364 -1.59222 1.33427  -0.200
B -0.02934 -3.37881 -0.43520  -0.077
N -0.60624 -2.86068 0.94154  0.208
C -1.40693 -3.40571 1.87426  0.033
Pb 1.18819 -0.31470 0.02416  1.617
H -1.82070 -4.40942 1.73593  0.467
C -1.52176 -2.50330 2.92079  -1.111
H -2.02755 -2.64081 3.85836  0.419
C -0.80696 -1.36914 2.53400  -0.182
H -0.35533 -4.50226 -0.56858  -0.025
C 2.28043 0.47171 -1.37774  -1.178
H 2.82188 1.10924 -0.55398  0.452
H 1.69916 1.11057 -2.02466  0.461
H 2.93102 -0.38402 -1.71285  0.259
N 1.53841 -3.21513 -0.47080  -0.104
N -0.58475 -2.47431 -1.59612  0.004
N 2.20033 -1.99975 -0.48842  -0.109
N -0.19570 -1.15262 -1.71777  0.009
C 2.46923 -4.14599 -0.44194  -0.007
C -1.50031 -2.78550 -2.53491  0.028
H 2.13662 -5.13335 -0.45304  0.556
H -1.91664 -3.76807 -2.59169  0.480
C 3.72277 -3.56831 -0.43927  -1.267
C -1.71324 -1.62800 -3.31904  -1.253
C 3.57266 -2.18100 -0.49166  -0.002
C -0.88861 -0.62985 -2.73366  -0.267
H 4.66199 -4.05543 -0.40587  0.464
H -2.34152 -1.55318 -4.14114  0.471
H 4.28967 -1.37396 -0.47828  0.504
H -0.82750 0.40877 -2.97899  0.582
H 2.31071 0.08605 1.37771  0.080
O -1.36337 2.91470 2.70858  -0.513
C -1.44960 3.87762 1.78499  0.449
C -1.94255 5.15338 2.13699  -0.611
C -1.84917 6.20662 1.23433  -0.387
C -1.34371 5.99191 -0.06112  -0.548
C -0.95654 4.70932 -0.44851  -0.224
C -0.98569 3.65016 0.45553  0.100
C -0.54268 2.29154 0.03661  1.122
O -0.36599 1.99313 -1.16988  -0.579
O -0.27735 1.47916 1.00885  -0.848
H -0.89697 2.14109 2.19586  0.474
H -2.36033 5.30547 3.13341  0.463
H -2.16068 7.21665 1.52595  0.417
H -1.25978 6.82286 -0.77705  0.432
H -0.60588 4.50605 -1.46642  0.454

Output
Total charge = +2
E_LUMO (alpha / beta) = -10.3 / -9.4 eV
Spin multiplicity = 1
ΔE to the lowest compared entry with this formula, charge and spin = 12.4 kcal/mol
Total energy = -1430.41963 Ha
HOMO-LUMO gap (alpha / beta) = 4.6 / 5.6 eV
HOMO level (alpha / beta) = -14.927 / -14.949 eV

***

For each record above, in turn, the calculated M values are 410.40, 318.39, 771.44, 728.62, 573.39 g mol⁻¹.